{
  "formula": "C5H7NO",
  "method": "wB97M-V/def2-TZVPD",
  "homo_lumo_gap_ev": [6.674, 8.659],
  "e_above_lowest_kcal_mol": 130.14,
  "lumo_ev": [0.248, 0.867],
  "elements": ["N", "C", "O", "C", "C", "C", "C", "H", "H", "H", "H", "H", "H", "H"],
  "xyz": [[-1.03164, 2.04572, -0.94261], [-0.68791, 0.92379, -0.50236], [-1.50282, -0.21172, -0.58190], [-0.98184, -1.20117, 0.19277], [0.14116, -0.72174, 0.95302], [1.70355, -0.01463, -0.46778], [0.59457, 0.58032, 0.23841], [-1.96836, 2.00979, -1.34518], [-1.28715, -2.21157, -0.06873], [-0.92693, -0.68774, 1.56127], [0.81689, -1.37674, 1.48547], [1.53394, -0.77074, -1.22616], [2.72170, 0.24715, -0.20786], [0.87485, 1.38929, 0.91163]],
  "forces_ev_per_angstrom": [[0.1, -0.2, 0.1], [-0.2, -0.1, -0.2], [0.1, 0.8, -0.2], [-0.6, -1.6, -1.0], [-0.9, 0.6, 1.3], [0.9, 0.2, -0.9], [-0.6, -0.4, 0.8], [0.1, 0.0, 0.0], [0.2, 0.2, 0.0], [1.1, 0.5, 0.4], [0.0, 0.0, -0.2], [0.0, 0.1, 0.1], [-0.1, -0.1, 0.0], [0.0, -0.1, -0.1]]
}

{
  "formula": "C6H12Cl2N3S2",
  "method": "wB97M-V/def2-TZVPD",
  "homo_lumo_gap_ev": 8.450,
  "charge": 1,
  "e_above_lowest_kcal_mol": 14.71,
  "lumo_ev": -3.659,
  "elements": ["C", "C", "C", "C", "C", "C", "N", "N", "N", "S", "S", "Cl", "Cl", "H", "H", "H", "H", "H", "H", "H", "H", "H", "H", "H", "H"],
  "xyz": [[0.62995, -1.78509, -3.12864], [-0.71109, 1.57951, 3.02743], [-0.12334, -0.61462, -3.71174], [-1.62963, 0.33486, 3.17154], [-0.34137, 0.72041, 0.93269], [0.17747, -0.56113, -1.15947], [0.50390, -1.76070, -1.67564], [0.35015, -0.30944, 0.16044], [0.30784, 1.06069, 2.12269], [-2.08349, -0.04029, 1.36625], [-0.31299, 0.60026, -2.29734], [3.08557, 2.14807, 0.63068], [0.89213, -1.64180, 1.09549], [0.26103, -2.58020, -3.62891], [1.68852, -1.82931, -3.44216], [-1.16576, 2.55967, 2.56966], [-0.26323, 1.77626, 3.95504], [0.27424, -0.08863, -4.56611], [-1.18760, -0.86599, -3.90259], [-1.15450, -0.43682, 3.74049], [-2.64054, 0.48992, 3.57926], [-0.72248, 1.65402, 0.45850], [0.89035, -2.50890, -1.23447], [2.48244, 1.88708, -0.44281], [0.79244, 0.21217, 2.37972]],
  "forces_ev_per_angstrom": [[2.1, 2.4, -0.1], [-0.9, -0.5, -1.2], [-1.8, 0.9, 1.2], [-2.5, 1.4, -1.5], [-2.5, 0.3, -0.1], [1.1, -1.4, 1.2], [-1.6, 3.0, -2.6], [0.3, 0.1, -1.2], [0.6, 0.4, -1.3], [1.3, 0.1, 1.6], [0.1, 0.4, -0.4], [0.4, 0.1, 0.5], [-0.1, 0.2, -0.2], [-1.6, -3.2, -0.7], [-0.1, 0.6, 0.5], [0.6, -2.1, 0.9], [0.6, 0.6, 1.3], [0.4, -0.1, -0.1], [0.8, -0.1, -0.2], [0.4, -0.6, -0.1], [0.5, 0.3, 0.3], [1.1, -0.9, -0.9], [1.1, -2.1, 2.2], [-0.3, -0.1, -0.6], [0.1, 0.3, 1.3]]
}

{
  "formula": "C14H29N5O11P2ReS2",
  "method": "wB97M-V/def2-TZVPD",
  "homo_lumo_gap_ev": [6.969, 7.191],
  "charge": 2,
  "e_above_lowest_kcal_mol": 12.87,
  "spin_multiplicity": 2,
  "lumo_ev": [-8.417, -8.062],
  "elements": ["Re", "C", "C", "N", "C", "C", "S", "C", "C", "N", "H", "H", "H", "H", "H", "H", "H", "H", "H", "H", "H", "H", "H", "H", "O", "P", "O", "O", "O", "P", "O", "O", "O", "H", "H", "C", "C", "S", "O", "O", "C", "C", "N", "C", "N", "C", "C", "N", "O", "O", "C", "H", "H", "H", "H", "H", "H", "H", "H", "H", "H", "H", "H", "H"],
  "xyz": [[0.25586, 0.43046, -0.33642], [1.02871, -1.92188, 1.52694], [2.18400, -0.93685, 1.54545], [1.68038, 0.45208, 1.29781], [1.19126, 1.21722, 2.48248], [-0.18882, 0.77393, 2.93382], [-1.31543, 0.64396, 1.48678], [-1.93989, -1.07481, 1.60332], [-1.27729, -2.01895, 0.59781], [0.14681, -1.64087, 0.34864], [0.41967, -1.84950, 2.42410], [1.39892, -2.94596, 1.47425], [2.88912, -1.16765, 0.74088], [2.72281, -0.98287, 2.49389], [2.48408, 0.96706, 0.94119], [1.15537, 2.26237, 2.16882], [1.90687, 1.13613, 3.30458], [-0.61076, 1.52107, 3.60391], [-0.17879, -0.17323, 3.46667], [-3.01164, -1.03345, 1.41781], [-1.80490, -1.38683, 2.63756], [-1.78692, -1.96595, -0.36250], [-1.32343, -3.04835, 0.96073], [0.48278, -2.22034, -0.42198], [0.93071, 3.67435, -2.67020], [-0.33170, 3.20920, -1.85932], [-1.21601, 4.21704, -1.31248], [0.37832, 2.24712, -0.76764], [-1.00000, 2.12315, -2.81320], [-2.06435, 0.97412, -2.37792], [-2.79034, 1.58342, -1.10553], [-2.85252, 0.47359, -3.47730], [-1.06763, -0.05029, -1.68681], [0.84271, 4.57460, -3.02787], [-3.40056, 2.32035, -1.27794], [5.07085, -4.59671, -1.09563], [5.80962, -3.41959, -1.70883], [5.36218, -1.88211, -0.93542], [3.92098, -1.84192, -0.73128], [6.19322, -1.64189, 0.20715], [5.80270, -0.58921, -2.11536], [4.90863, -0.29427, -3.32780], [3.46994, -0.36224, -3.02172], [2.88262, 0.35296, -2.05555], [1.64894, -0.10287, -1.81323], [1.40537, -1.10093, -2.72352], [2.53443, -1.28676, -3.44451], [2.72112, -2.35928, -4.39987], [1.73458, -3.00926, -4.63892], [3.84353, -2.57970, -4.81578], [3.55922, 1.42642, -1.28924], [5.39295, -5.50802, -1.59506], [3.99476, -4.49321, -1.22427], [5.29438, -4.69387, -0.03478], [5.59715, -3.32021, -2.77444], [6.88827, -3.49822, -1.56978], [6.80915, -0.81572, -2.47009], [5.90972, 0.28108, -1.46643], [5.08699, -0.97585, -4.14970], [5.12502, 0.71356, -3.68416], [0.46875, -1.62326, -2.80481], [4.30879, 1.93160, -1.89635], [4.07101, 1.00481, -0.41868], [2.83983, 2.18381, -0.98476]],
  "forces_ev_per_angstrom": [[0.1, 0.0, 0.8], [0.1, 0.1, 0.0], [0.0, 0.0, 0.0], [0.0, -0.1, 0.0], [0.0, 0.0, 0.0], [0.0, 0.0, 0.0], [0.0, 0.0, 0.0], [0.0, 0.0, 0.0], [0.0, 0.0, -0.1], [0.1, -0.2, -0.1], [0.0, 0.0, 0.0], [0.0, 0.0, 0.0], [-0.2, 0.0, 0.2], [0.0, 0.0, 0.0], [0.0, 0.0, 0.0], [0.0, 0.0, 0.0], [0.0, 0.0, 0.0], [0.0, 0.0, 0.0], [0.0, 0.0, 0.0], [0.0, 0.0, 0.0], [0.0, 0.0, 0.0], [0.0, 0.0, 0.1], [0.0, 0.0, 0.0], [0.0, 0.0, 0.0], [0.0, 0.2, -0.1], [0.1, 0.1, 0.1], [0.0, 0.0, 0.0], [-0.2, -0.1, -0.4], [-0.2, 0.2, -0.1], [0.0, -0.2, 0.1], [-0.1, 0.1, -0.1], [0.1, 0.0, 0.0], [0.0, 0.2, -0.2], [0.0, -0.2, 0.1], [0.1, -0.1, 0.0], [0.0, 0.0, 0.1], [0.0, 0.0, -0.1], [0.4, 0.0, -0.2], [-0.1, -0.1, -0.3], [0.0, 0.0, 0.1], [0.0, 0.0, -0.1], [0.0, 0.0, 0.0], [-0.1, 0.0, 0.0], [0.2, -0.2, 0.4], [0.0, 0.2, -0.5], [0.2, -0.2, 0.0], [-0.2, -0.1, 0.1], [0.1, -0.3, 0.2], [-0.1, 0.1, -0.1], [0.0, 0.2, 0.0], [0.0, 0.2, -0.1], [0.0, 0.0, 0.0], [0.0, 0.0, 0.0], [0.0, 0.0, 0.0], [-0.1, 0.0, -0.1], [0.0, 0.1, 0.0], [0.0, -0.1, 0.0], [0.0, -0.1, 0.0], [0.0, 0.0, 0.0], [0.0, 0.0, 0.0], [0.0, 0.0, -0.1], [0.0, 0.0, 0.0], [0.0, 0.0, 0.0], [0.0, 0.0, 0.0]]
}